(1)
A molecular structure, C40H35F6GdOP2 at a distorted geometry, computed with ωB97M-V/def2-TZVPD.

As for the expectation value of S²: 16.090. The LUMO energy (spin up / spin down) comes out at -6.1 / -10.5 eV. The gap between HOMO and LUMO (spin up / spin down) comes out at 3.923 / 2.777 eV. As for the total charge: +2. As for the spin multiplicity: 8.

Structure (XYZ):
```
85
C40H35F6GdOP2, DFT ωB97M-V/def2-TZVPD
C 3.25 2.08 -2.33
C 2.54 2.71 -1.29
C 3.20 3.64 -0.46
C 4.51 4.02 -0.77
C 5.19 3.45 -1.85
C 4.56 2.45 -2.60
P 0.83 2.18 -0.99
C 0.18 3.36 0.29
C 0.13 2.94 1.65
C -0.41 3.81 2.60
C -0.81 5.10 2.25
C -0.69 5.53 0.92
C -0.21 4.65 -0.05
Gd -0.32 0.07 0.52
P 0.57 -2.68 0.67
C 1.97 -2.97 1.80
C 3.04 -3.82 1.48
C 4.06 -4.04 2.40
C 4.07 -3.37 3.63
C 3.07 -2.43 3.91
C 2.03 -2.22 3.00
C -0.97 -3.21 1.55
C -2.17 -3.21 0.82
C -3.37 -3.52 1.46
C -3.39 -3.81 2.82
C -2.20 -3.77 3.56
C -0.99 -3.50 2.93
C 0.70 -3.89 -0.69
C 0.70 -3.43 -2.02
C 0.82 -4.33 -3.07
C 0.95 -5.71 -2.82
C 0.91 -6.17 -1.50
C 0.77 -5.27 -0.44
C -0.07 2.54 -2.54
C 0.45 3.35 -3.57
C -0.28 3.54 -4.75
C -1.53 2.94 -4.92
C -2.04 2.12 -3.91
C -1.31 1.91 -2.74
H -2.16 -2.97 -0.25
H -4.30 -3.54 0.88
H -4.34 -4.05 3.31
H -2.22 -3.96 4.64
H -0.06 -3.51 3.49
H 3.07 -4.33 0.51
H 4.86 -4.75 2.17
H 4.86 -3.55 4.36
H 3.08 -1.86 4.84
H 1.24 -1.50 3.24
H 0.61 -2.36 -2.22
H 0.82 -3.97 -4.10
H 1.07 -6.41 -3.64
H 1.00 -7.24 -1.29
H 0.73 -5.65 0.59
H 1.42 3.82 -3.45
H 0.13 4.16 -5.55
H -2.12 3.10 -5.82
H -3.02 1.64 -4.02
H -1.71 1.24 -1.97
H 0.61 1.99 1.98
H -0.51 3.45 3.64
H -1.20 5.77 3.01
H -0.97 6.55 0.66
H -0.12 4.98 -1.10
H 2.69 4.07 0.40
H 5.01 4.78 -0.15
H 6.20 3.76 -2.09
H 5.10 1.97 -3.43
H 2.75 1.30 -2.91
H 2.42 -0.39 -0.27
H 2.08 -0.53 -0.95
C -3.28 2.30 1.48
C -3.52 1.08 0.64
O -2.30 0.50 0.22
C -4.30 0.03 1.49
F -5.42 0.55 2.06
F -4.67 -1.04 0.76
F -3.49 -0.41 2.51
C -4.35 1.45 -0.61
F -5.64 1.75 -0.30
F -3.83 2.55 -1.25
F -4.35 0.43 -1.51
H -2.70 1.99 2.37
H -4.22 2.78 1.81
H -2.68 3.00 0.89
```

(2)
A molecular structure, C40H36Cl5FN2O4TeV at a distorted geometry, computed with ωB97M-V/def2-TZVPD.

As for the expectation value of S²: 2.023. The LUMO energy (spin up / spin down) comes out at 1.8 / 1.8 eV. The gap between HOMO and LUMO (spin up / spin down) comes out at 5.698 / 6.958 eV. As for the total charge: -1. As for the spin multiplicity: 3.

Structure (XYZ):
```
90
C40H36Cl5FN2O4TeV, DFT ωB97M-V/def2-TZVPD
V 0.05 0.10 0.62
C 5.39 -2.49 4.96
C 5.84 -1.28 4.15
C 7.14 -1.60 3.42
C 7.62 -0.40 2.63
C 6.54 0.07 1.70
C 6.84 0.72 0.54
C 5.83 1.15 -0.32
F 6.18 1.80 -1.44
C 4.51 0.94 -0.04
C 4.18 0.26 1.13
C 2.77 0.03 1.43
O 1.95 0.33 0.58
C 2.47 -0.59 2.67
C 3.52 -0.98 3.45
N 4.82 -0.85 3.16
C 5.18 -0.18 2.00
C 1.08 -0.90 3.20
O 1.02 -1.37 4.34
O 0.12 -0.68 2.41
H 6.23 -2.85 5.54
H 5.05 -3.29 4.29
H 4.59 -2.26 5.66
H 6.02 -0.44 4.83
H 6.96 -2.45 2.75
H 7.88 -1.91 4.16
H 8.52 -0.64 2.06
H 7.89 0.41 3.32
H 7.88 0.91 0.27
H 3.73 1.28 -0.70
H 3.27 -1.46 4.39
Cl -3.02 0.42 1.33
C -2.27 1.98 1.11
C -0.90 2.00 0.84
C -0.36 3.27 0.70
Cl 1.36 3.43 0.38
C -1.10 4.45 0.80
Cl -0.36 6.01 0.62
C -2.46 4.37 1.06
Cl -3.42 5.81 1.19
C -3.06 3.12 1.22
Cl -4.75 3.01 1.55
C -1.85 -2.61 -1.19
C -1.29 -1.28 -1.70
O -1.48 -1.01 -2.90
N -0.62 -0.54 -0.83
Te 1.89 -3.01 -0.44
C 3.59 -3.83 0.57
C 4.91 -3.58 0.17
C 5.28 -2.72 -1.00
C 5.95 -4.17 0.89
C 5.73 -4.96 2.01
C 6.87 -5.59 2.76
C 4.42 -5.14 2.42
C 3.34 -4.59 1.72
C 1.95 -4.82 2.25
C 2.51 -3.32 -2.44
C 2.91 -4.59 -2.87
C 2.91 -5.80 -1.97
C 3.32 -4.75 -4.19
C 3.33 -3.70 -5.09
C 3.79 -3.88 -6.51
C 2.90 -2.45 -4.64
C 2.49 -2.24 -3.33
C 2.03 -0.86 -2.94
H -2.91 -2.68 -1.45
H -1.72 -2.72 -0.11
H -1.34 -3.44 -1.70
H 4.64 -1.84 -1.06
H 5.17 -3.25 -1.95
H 6.32 -2.39 -0.92
H 6.97 -3.99 0.56
H 7.83 -5.19 2.43
H 6.90 -6.67 2.59
H 6.78 -5.43 3.83
H 4.21 -5.74 3.31
H 1.96 -5.50 3.09
H 1.30 -5.22 1.47
H 1.50 -3.88 2.58
H 2.01 -5.83 -1.36
H 3.76 -5.79 -1.28
H 2.97 -6.71 -2.56
H 3.63 -5.74 -4.53
H 3.89 -4.94 -6.75
H 4.77 -3.41 -6.66
H 3.10 -3.43 -7.21
H 2.88 -1.62 -5.33
H 2.36 -0.13 -3.68
H 2.40 -0.57 -1.96
H 0.94 -0.80 -2.89
```

(3)
A molecular structure, C40H36ClN3O3PS3SbTi, computed with ωB97M-V/def2-TZVPD.

As for the expectation value of S²: 0.757. The LUMO energy (spin up / spin down) comes out at 2.2 / 2.2 eV. The gap between HOMO and LUMO (spin up / spin down) comes out at 4.467 / 4.485 eV. As for the total charge: -1. As for the spin multiplicity: 2.

Structure (XYZ):
```
89
C40H36ClN3O3PS3SbTi, DFT ωB97M-V/def2-TZVPD
Ti -0.73 1.13 1.05
S -2.71 0.51 2.21
Sb -2.73 2.68 3.33
S 0.13 3.38 0.79
S -0.36 3.00 2.81
Cl -3.46 4.13 0.20
C -2.74 4.58 -1.30
C -2.83 5.90 -1.72
C -2.28 6.28 -2.93
C -1.64 5.33 -3.72
C -1.55 4.02 -3.29
C -2.08 3.61 -2.06
P -2.02 1.89 -1.41
C -3.71 1.35 -1.88
C -4.47 0.67 -0.92
C -5.75 0.25 -1.23
C -6.29 0.50 -2.49
C -5.54 1.18 -3.44
C -4.26 1.61 -3.13
C -0.99 1.09 -2.70
C 0.32 1.54 -2.87
C 1.17 0.92 -3.77
C 0.73 -0.16 -4.51
C -0.56 -0.63 -4.34
C -1.42 0.00 -3.45
H -3.34 6.61 -1.09
H -2.34 7.31 -3.25
H -1.21 5.62 -4.67
H -1.05 3.30 -3.92
H -4.04 0.51 0.06
H -6.34 -0.27 -0.48
H -7.29 0.17 -2.72
H -5.96 1.39 -4.41
H -3.68 2.15 -3.87
H 0.68 2.38 -2.27
H 2.19 1.29 -3.89
H 1.40 -0.65 -5.22
H -0.91 -1.48 -4.91
H -2.43 -0.38 -3.32
C 1.15 -4.00 1.73
O 1.95 -2.88 1.38
C 3.06 -2.63 2.11
C 3.60 -3.47 3.06
C 4.76 -3.10 3.73
C 5.38 -1.89 3.46
C 4.84 -1.04 2.51
C 3.68 -1.40 1.84
N 3.11 -0.54 0.83
C 1.80 -0.13 0.93
N 1.12 0.05 -0.29
C 0.17 -1.02 -0.59
C -1.08 -0.82 -0.01
C -2.02 -1.82 -0.26
C -1.71 -2.91 -1.06
C -0.44 -3.07 -1.63
C 0.52 -2.10 -1.37
O 1.82 -2.14 -1.83
C 2.15 -3.19 -2.71
N 1.13 0.19 1.98
C 1.81 0.27 3.23
C 2.61 1.39 3.44
C 3.36 1.52 4.60
C 3.30 0.52 5.56
C 2.47 -0.57 5.38
C 1.70 -0.69 4.23
O 0.92 -1.80 4.12
C -0.41 -1.59 3.62
H 0.27 -3.93 1.10
H 0.86 -3.94 2.78
H 1.68 -4.93 1.54
H 3.12 -4.41 3.31
H 5.17 -3.76 4.49
H 6.28 -1.60 4.00
H 5.27 -0.08 2.29
H 3.28 -0.91 -0.09
H 1.74 0.24 -1.07
H -3.01 -1.74 0.18
H -2.46 -3.66 -1.26
H -0.23 -3.93 -2.25
H 3.19 -3.03 -3.01
H 1.51 -3.18 -3.59
H 2.07 -4.16 -2.21
H 2.62 2.16 2.67
H 3.97 2.40 4.75
H 3.89 0.60 6.47
H 2.39 -1.35 6.13
H -1.04 -2.35 4.08
H -0.45 -1.68 2.54
H -0.78 -0.60 3.90
```

For reference, ΔE to the lowest compared entry with this formula, charge and spin by record: 6.313, 0.234, 1.122 eV.